# 1
50
Properties=species:S:1:pos:R:3 method="wB97M-V/def2-TZVPD" lumo_energy_ev=-3.91 total_energy_ev=-37990.511 multiplicity=1 total_charge=+1
C -3.6529 -1.1707 0.9929
C 2.2584 4.1107 0.4205
C 2.6860 2.7959 -0.2090
C 3.5774 3.6225 -2.9360
H -2.9153 -0.8944 1.8637
C 1.9048 -3.1842 1.6664
H -4.6688 -0.5908 1.2240
C -1.5816 -0.9875 -0.8344
H 4.0052 2.6642 -3.2550
H -0.1256 3.0396 2.2013
F -2.9507 -3.5504 1.8813
H 2.8000 -3.2237 -0.9946
H 1.2160 -3.1462 2.6376
H -3.2465 0.5257 -0.4730
N -0.6637 1.2819 0.9373
H 2.7232 -2.3478 1.7176
H 1.4333 -2.1010 -1.8618
F -3.1787 -3.7522 -1.1871
H -1.2583 1.7164 0.1711
N -0.3787 -2.6151 0.6050
C -3.9838 -2.7667 1.1212
H 3.7680 2.7705 -0.3758
F -5.2337 -2.8652 1.9651
C 0.6914 1.1148 2.9192
H 4.2104 4.0125 -2.1368
H 3.6250 4.3261 -3.7735
H 2.7901 4.2721 1.3634
H 2.4622 1.9814 0.4890
H 1.6863 4.3925 -2.2026
C 1.6371 -3.0019 -1.1437
H 1.5525 3.0522 -3.3221
N -0.0880 2.0183 1.9837
H -3.8110 -1.0233 -1.3846
C 2.1385 3.4364 -2.4815
H 1.1815 4.1059 0.6221
F -5.5066 -2.8806 -0.9144
F -4.8043 -4.9151 0.1107
N 0.5746 -0.3073 2.3867
H -1.5256 -1.8419 -1.6549
N -0.7052 -1.2906 0.3595
C -3.1525 -0.6646 -0.4805
C -0.3110 -0.2072 1.1354
H 1.3031 1.3507 3.8997
H 1.1997 -3.9962 -1.6370
H -1.1102 -0.0215 -1.3537
C -4.3313 -3.5345 -0.2827
C 0.9396 -2.8892 0.3370
H 2.4644 4.9630 -0.2312
O 1.9956 2.4956 -1.4200
H 2.3597 -4.2793 1.5347

# 2
113
Properties=species:S:1:pos:R:3 method="wB97M-V/def2-TZVPD" lumo_energy_ev="-2.41 / -3.01" total_energy_ev=-132158.550 multiplicity=3 de_lowest_ev=1.4138 total_charge=+1 s_squared=2.0049
H 2.9373 19.5772 -17.6008
H 6.3993 18.8529 -17.6813
H 6.6897 15.5116 -15.0006
O 4.4504 21.4494 -16.2974
H 5.2865 18.8640 -21.8156
C 6.7165 17.0142 -18.8175
C -0.2781 24.2695 -16.3269
N 5.7302 23.6945 -14.7212
N -2.9479 22.6616 -19.2750
C 9.2901 22.8958 -17.3058
H 0.9726 23.5901 -17.9483
C 7.2496 22.6751 -21.0315
Cl 1.5666 16.9747 -18.2450
H 9.9896 22.3566 -19.1635
H 8.2339 19.4571 -14.8924
C 5.2486 26.4428 -14.5796
C 8.3394 22.7391 -16.2871
C -2.3465 20.9738 -17.6785
C 6.0029 22.3873 -20.5024
C 2.9474 25.3683 -20.8502
C 5.3918 25.7140 -13.4192
C -1.0559 20.9103 -18.1898
H 3.7608 20.2021 -10.0616
C 5.8247 18.9996 -19.7416
H -1.1668 24.0963 -16.9224
C 3.1572 21.7052 -13.4843
C -3.2492 21.8630 -18.2484
C 2.0686 21.5439 -12.6355
C -1.7177 22.5648 -19.7738
N 6.2213 17.1301 -21.1642
H 3.6515 17.0090 -19.2390
H 2.4166 20.5586 -18.8680
C 5.2224 21.4241 -21.1501
H 7.1161 16.4294 -17.9990
N 2.9715 24.0784 -20.4806
H -0.1392 25.6733 -22.1449
C 3.5738 20.6423 -11.0304
H 8.4216 23.3425 -15.3923
C 6.2813 18.3299 -18.6201
C 0.7032 23.9423 -21.2795
H 0.7158 25.4009 -13.4344
H 0.2467 21.5656 -19.7363
H -2.5736 20.4454 -16.7627
C 5.1333 18.4812 -14.9837
C 8.4293 20.9629 -18.3272
H 5.6061 22.9470 -19.6661
H 5.5748 20.0529 -19.6594
H -4.2198 21.9745 -17.7819
C 6.7335 16.4887 -20.0965
H 3.0323 22.1082 -14.4834
H 5.7300 23.8046 -12.6325
H -0.3120 20.2791 -17.7223
N 4.3677 21.1986 -13.2511
H 1.0956 21.9511 -12.8753
C 7.5055 20.8826 -17.3161
C 5.5438 24.4332 -15.8446
H 4.3897 16.5188 -14.8203
C 2.7080 20.6264 -17.8169
C 7.6472 17.4563 -14.9540
H 8.7467 22.1480 -22.4896
C 5.6056 24.3487 -13.5634
H 5.2859 26.1585 -12.4410
H -1.5763 23.1347 -20.6858
C 6.9226 21.0210 -22.6847
C 2.0246 24.5651 -14.9039
H 3.7122 17.6598 -17.5800
C 3.3256 16.8690 -18.2138
C 0.9379 23.9364 -16.9242
H 1.8952 20.9495 -17.1609
H 8.4290 20.2395 -19.1321
H 1.8799 22.3270 -20.5246
H 3.0504 23.9013 -16.6811
H 5.6896 23.8993 -16.7740
C 9.3352 22.0214 -18.3708
C 1.8483 26.0549 -21.3636
H 3.8888 25.9012 -20.7733
H 7.1680 20.4630 -23.5777
H 5.1388 26.3747 -16.6858
C 7.3690 18.8022 -14.8510
N 7.4200 21.7751 -16.3008
C 0.7348 25.2797 -21.6393
C 6.5674 16.5866 -14.9558
N -0.3618 24.7724 -15.0904
C 5.2904 17.1112 -14.9023
H -0.2003 23.3708 -21.4366
Cl 3.8978 15.3083 -17.5789
C 3.9418 21.4703 -17.5908
N 5.6898 20.7812 -22.2134
H 4.2248 21.2944 -20.7481
H 6.8563 20.0193 -17.2989
H 2.8822 24.7130 -14.2595
N 6.1436 19.3756 -14.9086
C -0.7453 21.6741 -19.3206
C 5.7363 18.3567 -20.9717
H 7.9100 23.3867 -20.5494
C 5.2470 25.7692 -15.7961
C 4.5586 20.7049 -11.9971
C 2.1069 24.1818 -16.2247
H 7.1333 15.4980 -20.2619
H 3.7684 22.5081 -17.9083
C 0.7766 25.0197 -14.4474
H 9.8914 23.7939 -17.3640
H 8.6357 17.0223 -14.9778
C 7.7472 21.9746 -22.1137
Ni 5.8742 21.5013 -14.8349
H 1.4696 21.0143 -10.6457
H 4.6830 20.9706 -18.2432
C 1.8497 23.3913 -20.7340
H 5.5690 20.4023 -11.7546
H 5.0486 27.5063 -14.5639
H 1.9205 27.1035 -21.6073
H 4.1558 18.9493 -15.0106
C 2.2801 21.0578 -11.3596

# 3
9
Properties=species:S:1:pos:R:3 method="wB97M-V/def2-TZVPD" lumo_energy_ev=-1.13 total_energy_ev=-34639.734 multiplicity=1 de_lowest_ev=4.4926
H 2.4892 -0.8717 -1.1697
S 0.8391 1.6865 -0.4779
H -0.9345 -0.2889 2.0350
H -1.1198 1.4338 0.9714
C -0.7009 0.2338 0.8794
S -1.9667 -0.2828 -0.5785
H -0.6892 -0.9862 -1.7057
S 1.5454 -1.1259 -0.2163
C 0.5374 0.2014 0.2623